1.
This record from the Open Molecules 2025 dataset describes a structure of composition C23H23Cl3MoN2O7SeSi. The level of theory is ωB97M-V/def2-TZVPD.

## Properties
lowest unoccupied orbital energy (alpha / beta)	-1.6 / -0.5	eV
gap between HOMO and LUMO (alpha / beta)	6.728 / 7.873	eV
<S²>	2.109
energy above the lowest of the compared OMol25 structures with the same formula, charge and spin	0.00	kcal/mol

Geometry as ORCA input:
```
! RIJCOSX wB97M-V def2-TZVPD def2/J DEFGRID3
* xyz 0 3
H -0.740 3.098 5.539
H 3.666 4.145 -0.769
H 3.201 1.744 -0.436
H 0.627 2.859 3.822
H 1.782 -1.842 0.241
C 0.592 2.514 -2.444
Cl -4.792 -0.006 -1.416
H 4.947 -1.183 -3.491
C 1.957 4.456 -2.033
C 2.528 2.349 -1.035
O -1.375 1.495 4.371
C -3.203 -4.405 -1.450
C 3.546 -2.569 -0.743
C -1.763 3.002 0.019
H 0.703 2.880 1.383
Cl -5.006 -1.644 1.415
C -0.710 1.466 3.224
N 1.164 2.160 1.951
O -1.881 1.769 -0.357
Cl -4.662 1.601 1.472
H 1.022 0.955 0.678
H 3.061 0.374 -3.186
C -2.640 -3.348 -0.750
C 4.437 -2.386 -1.789
C 2.485 -1.692 -0.568
H 2.163 5.506 -2.192
C -0.042 -0.278 -2.145
O 0.660 0.242 0.091
H -0.262 2.061 -2.929
H -3.701 -6.491 -1.439
C 3.206 -0.443 -2.492
C -0.766 2.006 5.559
H -1.402 1.684 6.376
H 3.670 -3.402 -0.063
H -2.440 3.681 -0.521
C 4.262 -1.324 -2.666
O -1.222 0.887 2.278
H 0.215 4.447 -3.281
Mo -1.449 -0.087 0.388
N 0.492 2.086 3.187
C -2.199 -4.833 1.099
H 2.131 2.395 2.136
C 1.120 0.301 -1.282
C 2.795 3.694 -1.229
C 2.319 -0.618 -1.436
C 1.416 1.751 -1.629
C -3.261 -5.671 -0.887
O -1.126 -0.639 -1.492
C -2.139 -3.565 0.527
H -3.595 -4.229 -2.444
H 0.236 1.599 5.695
O -0.995 3.447 0.859
H -1.815 -4.993 2.098
O 0.113 -0.383 -3.333
H 5.263 -3.072 -1.925
C -2.756 -5.884 0.388
C 0.865 3.861 -2.644
H -2.800 -6.869 0.835
H -2.589 -2.374 -1.215
Se -1.334 -2.184 1.590
Si -3.978 -0.102 0.487
*
```

=====

2.
This record from the Open Molecules 2025 dataset describes an isolated molecule of C23H23ClN2O4S in a non-equilibrium geometry. The level of theory is ωB97M-V/def2-TZVPD.

## Properties
lowest unoccupied orbital energy	0.4	eV
gap between HOMO and LUMO	8.810	eV
energy above the lowest of the compared OMol25 structures with the same formula, charge and spin	2.18	kcal/mol

Geometry as ORCA input:
```
! RIJCOSX wB97M-V def2-TZVPD def2/J DEFGRID3
* xyz 0 1
H -1.861 -4.076 -1.524
C -1.360 -0.141 -2.919
H 2.503 -1.889 -1.147
C -0.537 2.346 0.557
C -1.953 0.057 -0.624
H -0.137 0.406 1.024
C 4.420 0.906 0.253
H -2.618 2.840 0.457
H -0.649 -3.762 -0.283
C 1.635 -4.687 1.357
H -3.894 0.908 3.083
H -0.168 -3.894 -1.979
C 3.813 2.130 0.029
C 1.663 1.211 0.555
C -2.358 2.028 -2.167
H -1.650 2.779 -1.818
H -0.653 -2.049 -3.564
H 0.987 -3.098 2.653
H 2.369 -6.040 -0.131
H -3.564 -0.793 2.632
C -1.178 -2.068 -1.489
C -1.620 -1.280 -0.439
C 2.188 -5.008 0.129
N -2.454 0.726 0.531
C 3.641 -0.176 0.624
C -1.996 2.052 0.897
H 1.983 3.253 0.015
C -4.206 0.064 2.484
C 2.445 2.295 0.183
H -3.315 2.195 -1.674
H 5.487 0.797 0.146
H 2.922 -4.245 -1.731
C 1.412 -3.366 1.697
H -5.237 -0.189 2.698
O -0.183 3.445 0.196
H 1.381 -5.468 2.058
C 2.276 -2.675 -0.443
Cl 4.773 3.484 -0.439
C -0.940 -3.534 -1.305
C -1.871 0.640 -1.889
N 0.286 1.287 0.760
O 1.450 -1.065 1.177
H -2.092 2.135 1.988
H 4.103 -1.134 0.811
C 1.741 -2.356 0.800
O -4.541 -0.590 -0.049
C 2.269 -0.041 0.763
C -1.018 -1.466 -2.731
H -1.745 -1.712 0.544
H -1.266 0.296 -3.903
O -4.785 1.783 0.566
S -4.115 0.526 0.735
H -2.492 2.166 -3.238
C 2.501 -4.000 -0.767
*
```

=====

3.
This record from the Open Molecules 2025 dataset describes a structure of composition C23H23F2N2O2SSbTc in a non-equilibrium geometry. The level of theory is ωB97M-V/def2-TZVPD.

## Properties
lowest unoccupied orbital energy (alpha / beta)	-9.4 / -9.3	eV
gap between HOMO and LUMO (alpha / beta)	4.904 / 5.000	eV
<S²>	3.852

Geometry as ORCA input:
```
! RIJCOSX wB97M-V def2-TZVPD def2/J DEFGRID3
* xyz 2 4
H 10.710 6.607 8.037
N 17.111 12.055 5.621
H 19.178 9.182 7.818
H 11.535 14.823 8.829
C 13.130 13.685 8.020
S 14.198 10.370 6.255
H 11.341 5.474 10.144
C 14.865 15.538 9.241
C 9.590 11.049 6.618
H 16.542 12.672 3.925
H 12.141 8.277 7.077
C 13.385 8.529 8.886
H 11.174 12.104 10.015
C 19.475 11.377 5.670
H 13.027 16.663 9.610
C 9.368 12.174 8.777
C 14.545 13.443 8.048
C 11.513 7.056 8.685
N 16.454 11.099 7.867
H 20.117 12.258 5.676
H 14.447 8.437 10.669
C 13.644 7.992 10.147
C 18.661 9.992 8.384
H 13.226 6.575 11.629
H 9.169 10.814 5.660
C 10.698 11.787 9.074
C 18.140 11.545 6.291
C 12.609 14.765 8.617
C 12.918 6.899 10.648
C 13.477 15.796 9.154
H 12.485 13.046 7.464
O 16.000 10.588 8.990
C 11.836 6.396 9.863
H 11.422 10.049 6.264
C 11.415 10.946 8.242
F 13.248 13.165 4.521
O 17.373 12.295 4.331
Sb 13.670 10.702 8.662
H 20.082 10.645 6.203
Tc 15.395 12.329 6.537
C 10.873 10.632 6.990
H 14.700 14.436 5.274
H 8.774 12.713 9.503
C 12.310 8.071 8.159
H 18.025 9.564 9.166
H 16.438 14.084 8.990
H 15.517 16.270 9.678
C 15.364 14.289 8.832
F 15.194 13.331 3.730
C 14.538 13.387 4.988
C 17.764 10.901 7.543
H 7.888 12.279 7.275
H 19.466 11.088 4.589
C 8.860 11.852 7.536
H 19.370 10.547 8.916
*
```

=====

no.,calculated total energy (eV)
1,-154189.9559
2,-58752.6136
3,-56280.6726